Density functional theory data (wB97M-V/def2-TZVPD) for a structure of composition C28H50BN8O2PS2Sn at a distorted geometry.

Last column: Mulliken charge in e.
Geometry (Å):
Sn -1.4641 -1.8964 -1.3641  0.90
C -5.8050 -0.8600 -2.9152  -1.98
C -4.2377 -0.7881 -3.0049  1.02
S -3.4119 -2.2995 -2.9200  -0.38
C -3.7390 0.4325 -3.2400  0.27
C -4.4983 1.7258 -3.3042  -1.65
S -2.0773 0.6270 -3.7230  0.02
H -6.2230 -0.2367 -3.6885  0.57
H -6.1920 -0.5806 -1.9493  0.34
H -6.1491 -1.8710 -3.0796  0.43
H -5.5068 1.6447 -2.9627  0.41
H -4.5844 1.9772 -4.3946  0.29
H -4.0483 2.5692 -2.7959  0.33
C -2.1729 2.1658 2.7424  -0.82
C -2.8717 1.1635 1.8783  0.78
C -4.1763 0.6967 1.8969  -1.75
C -4.2625 -0.2849 0.9234  0.49
N -3.0629 -0.4137 0.2846  0.20
N -2.2908 0.5144 0.8703  1.06
C -5.4196 -1.2052 0.6955  -1.86
H -2.8092 2.4518 3.5740  0.38
H -1.8621 3.0307 2.1786  0.13
H -1.2320 1.7465 3.1366  0.06
H -4.9431 0.9231 2.5968  0.50
H -1.2699 0.5239 0.6752  0.21
H -5.3794 -1.9060 1.4951  0.40
H -5.3083 -1.7846 -0.2393  0.21
H -6.3891 -0.7124 0.6657  0.43
N 0.5687 -4.7300 -0.7101  -0.24
C 0.8606 -4.2360 -1.9769  0.64
C 2.0737 -4.5310 -2.5792  -0.83
C 2.3565 -3.9350 -3.7676  -0.24
C 1.3894 -3.1610 -4.4212  -0.90
C 0.2423 -2.9115 -3.7414  -0.28
N -0.0606 -3.4722 -2.5484  -0.24
H 1.0881 -5.5530 -0.4247  0.24
H -0.3765 -4.5151 -0.3423  0.35
H 2.8166 -5.1274 -2.0528  0.31
H 3.3220 -4.1252 -4.2613  0.38
H 1.5279 -2.7197 -5.3889  0.47
H -0.5247 -2.2791 -4.1926  0.45
B -1.3112 3.5817 -0.6880  0.35
C -1.4854 2.4611 -1.7283  0.39
N -1.5880 1.7166 -2.6219  -0.13
H -2.4369 3.8073 -0.2287  -0.13
H -0.7116 3.1175 0.2740  -0.30
H -0.9006 4.5937 -1.1927  -0.16
C -2.7403 -3.5969 0.8443  -0.55
O -1.8630 -3.5840 -0.2885  -0.77
H -3.7196 -3.1789 0.5946  -0.06
H -2.3015 -3.0359 1.6597  0.29
H -2.9957 -4.6408 1.1225  0.34
O 0.3467 0.7178 1.2296  -0.20
P 1.7964 0.8963 1.3380  -2.55
N 2.6414 -0.4594 1.6860  1.10
C 3.6301 -1.1224 0.7858  -0.21
C 3.9039 -2.4156 1.5577  -0.67
C 2.5789 -2.7125 2.2721  -0.18
C 2.2401 -1.3315 2.7766  -0.64
N 2.2053 1.8496 2.6248  0.30
C 1.6591 3.1843 2.7722  -0.03
C 2.3209 3.6917 4.0559  -0.74
C 3.7581 3.1222 3.8929  -0.72
C 3.5556 1.7524 3.2171  -0.25
N 2.5242 1.5329 0.0041  1.29
C 2.0042 1.1518 -1.3509  0.31
C 2.5009 2.3010 -2.2388  -0.69
C 3.8925 2.5747 -1.6145  -0.75
C 3.6412 2.4919 -0.1122  -0.31
H 4.5231 -0.5078 0.6316  0.15
H 3.2296 -1.2993 -0.2344  0.02
H 4.7204 -2.2145 2.3197  0.27
H 4.2929 -3.2028 0.8907  0.41
H 2.6282 -3.5635 3.0199  0.38
H 1.7881 -2.9916 1.5710  -0.10
H 2.8706 -1.0870 3.6541  0.18
H 1.1868 -1.1590 3.0170  0.21
H 0.5758 3.1507 2.8213  -0.20
H 1.9375 3.8017 1.9426  0.20
H 1.8849 3.2193 4.9354  0.32
H 2.3310 4.7771 4.1893  0.37
H 4.2383 3.0459 4.8672  0.39
H 4.3699 3.7580 3.2462  0.29
H 3.5443 0.9372 3.9492  0.18
H 4.3138 1.4698 2.4739  0.26
H 0.9196 1.0469 -1.2603  -0.60
H 2.4268 0.1707 -1.7606  0.03
H 1.8662 3.1631 -2.1865  0.27
H 2.6396 1.9930 -3.2933  0.41
H 4.3106 3.5034 -1.9866  0.43
H 4.5436 1.7310 -1.8870  0.27
H 3.3104 3.4646 0.2989  0.19
H 4.5051 2.2691 0.5124  0.28

Forces on the atoms, in the same order (eV/Å):
-0.01 0.54 0.73
1.37 -0.52 -0.26
-1.88 0.53 0.05
0.04 -0.77 -0.10
0.06 0.51 0.36
-0.25 -0.10 -1.73
0.28 -0.97 -1.01
-0.27 0.25 -0.15
0.06 0.40 0.38
0.11 -0.34 -0.14
-0.57 -0.16 0.48
0.13 0.16 0.79
0.33 -0.01 0.16
0.51 -0.67 0.09
-0.44 0.26 -0.02
0.24 -0.01 0.35
0.93 -0.38 -1.06
-1.65 0.19 0.53
1.59 -0.30 -0.31
0.53 0.02 -1.24
-0.07 0.08 0.00
-0.17 0.41 -0.25
-0.40 -0.06 -0.04
-0.38 0.36 0.37
-0.63 0.16 0.24
-0.42 -0.73 0.73
0.06 0.33 0.38
0.06 0.16 0.17
0.43 0.22 -1.01
-1.15 -1.06 2.23
1.01 0.09 0.06
0.72 -0.46 -1.26
0.45 0.17 0.26
-0.91 -0.31 -0.08
0.14 0.92 -0.71
-0.35 0.40 0.03
0.26 -0.20 -0.17
-0.22 0.07 -0.12
-0.48 0.12 0.30
0.26 0.07 -0.22
0.03 -0.11 0.28
-0.58 0.08 1.35
0.08 -0.17 -1.09
0.37 1.14 1.74
0.19 -0.20 -0.43
0.24 0.22 -0.50
0.26 -0.16 -0.17
-0.23 -0.54 -1.07
-0.54 -0.20 0.68
0.17 0.28 -0.03
-0.04 -0.01 0.46
0.62 0.38 0.07
-0.72 -0.08 -0.32
1.36 0.55 0.55
0.55 -0.51 -1.05
-0.57 0.23 0.13
1.16 -0.26 0.09
0.04 -1.15 0.20
0.19 0.34 0.91
0.29 -0.24 -0.22
-0.31 0.09 0.92
0.86 -0.38 -0.40
-0.19 0.01 -0.04
-0.35 -0.14 0.40
-0.17 -0.65 -1.30
0.40 -0.28 0.02
1.01 -1.06 -0.16
-0.46 -0.65 -0.15
-0.83 0.98 0.67
-0.01 -0.03 0.26
-0.07 -0.11 0.59
-0.94 -0.25 -0.69
-0.32 0.16 0.29
0.09 1.28 -0.57
0.20 -0.12 -0.28
-0.43 -0.18 0.00
0.14 -0.18 0.05
-0.13 0.00 0.00
0.12 0.67 -0.63
-0.25 0.06 -0.02
-0.17 -0.18 -0.13
0.22 -0.08 -0.11
-0.11 0.09 0.11
0.11 0.16 0.04
-0.03 0.38 0.20
0.15 0.01 -0.27
-0.41 1.04 0.75
-0.41 0.49 0.10
-0.34 0.17 0.49
0.23 0.12 0.26
0.02 0.31 -0.09
0.00 -0.13 -0.37
0.22 -0.57 -0.29

Summary:
HOMO-LUMO gap	0.2884	Ha
max |F|	2.7	eV/A
lowest unoccupied orbital energy	0.509	eV
energy	-3062.384612	a.u.